a | Molecular formula: C4H7N
Method: DFT, the ωB97M-V functional and the def2-TZVPD basis

Output
Charge: 0
Highest occupied orbital energy in eV: -11.4
Structure (SMILES): CC(C)C#N
HOMO-LUMO gap in eV: 12.24
Spin multiplicity: 1

Each line ends with the Löwdin charge.
Atoms and positions in Å:
1 C 0.72690 0.79324 0.95882  -0.08
2 C -0.01612 0.25046 -0.34604  -0.44
3 C -1.19300 -0.68136 -0.16333  -0.13
4 C 1.07020 -0.42563 -1.17209  -0.21
5 N 1.77282 -1.03862 -1.88145  0.13
6 H 0.90268 0.00642 1.76816  0.10
7 H 0.04199 1.46341 1.50635  0.07
8 H 1.65612 1.34300 0.64501  0.09
9 H -0.30465 1.12209 -0.92492  0.12
10 H -1.88250 -0.32649 0.72572  0.10
11 H -1.85226 -0.60178 -1.15231  0.11
12 H -0.92218 -1.90472 0.03609  0.15

b | Molecular formula: C4H7N
Method: DFT, the ωB97M-V functional and the def2-TZVPD basis

Output
Charge: 0
Highest occupied orbital energy in eV: -8.5
Structure (SMILES): C=C/N=C\C
HOMO-LUMO gap in eV: 9.28
Spin multiplicity: 1

Each line ends with the Löwdin charge.
Atoms and positions in Å:
1 C -2.27929 0.05778 0.37480  0.01
2 C -1.16196 0.03214 -0.34115  -0.28
3 N -0.22690 1.02932 -0.35888  0.02
4 C 1.01107 0.74035 -0.41776  -0.21
5 C 1.71414 -0.44427 0.16839  -0.07
6 H -2.51720 0.90623 0.99401  0.05
7 H -3.00194 -0.73718 0.33282  0.04
8 H -0.83022 -0.87338 -0.90266  0.12
9 H 1.64177 1.54530 -0.78302  0.10
10 H 2.77393 -0.24040 0.29730  0.07
11 H 1.58935 -1.29976 -0.49751  0.08
12 H 1.28723 -0.71613 1.13368  0.08

c | Molecular formula: C4H7N
Method: DFT, the ωB97M-V functional and the def2-TZVPD basis

Output
Charge: 0
Highest occupied orbital energy in eV: -9.3
HOMO-LUMO gap in eV: 10.09
Spin multiplicity: 1

Each line ends with the Löwdin charge.
Atoms and positions in Å:
1 C 0.54615 0.09767 0.86458  -0.40
2 C -0.91618 -0.10357 0.18928  -0.19
3 C -0.93846 0.27207 -1.30609  -0.14
4 C -1.02456 0.78656 -2.44784  0.05
5 H 2.37283 -0.45879 0.58153  0.13
6 H 1.40517 -1.90646 1.46757  0.20
7 H 0.80309 1.09457 0.57615  0.09
8 H 0.36969 0.30877 2.01082  0.13
9 H -1.18215 -1.10253 0.32215  0.06
10 H -1.67295 0.58542 0.61805  0.11
11 H -1.12290 1.42234 -3.42424  0.06
12 N 1.36027 -0.99606 0.54805  -0.09

d | Molecular formula: C4H7N
Method: DFT, the ωB97M-V functional and the def2-TZVPD basis

Output
Charge: 0
Highest occupied orbital energy in eV: -11.3
Structure (SMILES): CCCC#N
HOMO-LUMO gap in eV: 12.21
Spin multiplicity: 1

Each line ends with the Löwdin charge.
Atoms and positions in Å:
1 C 1.16437 0.65426 -0.54347  -0.11
2 C -0.35730 0.70809 -0.26711  -0.22
3 C -1.04484 -0.61858 0.18179  -0.19
4 C -0.25766 -1.31478 1.15557  -0.27
5 N 0.34543 -1.83144 2.00268  0.14
6 H 1.71591 1.59024 -0.63204  0.07
7 H 1.29153 0.11783 -1.48377  0.07
8 H 1.81927 0.14910 0.16646  0.07
9 H -0.96442 1.00623 -1.12188  0.10
10 H -0.49245 1.47256 0.49802  0.10
11 H -1.19109 -1.35858 -0.60505  0.12
12 H -2.02876 -0.57492 0.64881  0.12

Least stable of them? c.

a | Molecular formula: C4H7N
Method: DFT, the ωB97M-V functional and the def2-TZVPD basis

Output
Charge: 0
Highest occupied orbital energy (spin up / spin down) in eV: -9.1 / -8.2
HOMO-LUMO gap (spin up / spin down) in eV: 8.45 / 7.77
Spin multiplicity: 1

Each line ends with the Löwdin charge.
Atoms and positions in Å:
1 C -0.62459 -1.29591 -0.33763  -0.05
2 C 1.26147 1.08052 -0.29903  -0.31
3 C -0.22289 1.10632 -0.35894  -0.09
4 C -1.06709 0.01586 -0.36167  -0.24
5 N 1.61636 0.65412 0.81800  0.12
6 H 0.67055 -0.50925 1.43712  0.06
7 H 1.93835 1.50773 -1.05091  0.11
8 H -0.65230 2.07663 -0.12377  0.10
9 H -2.11893 0.20396 -0.17492  0.10
10 H -1.32746 -2.11195 -0.23461  0.06
11 H 0.37819 -1.55749 -0.64523  0.06
12 H 0.14836 -1.17053 1.33158  0.08

b | Molecular formula: C4H7N
Method: DFT, the ωB97M-V functional and the def2-TZVPD basis

Output
Charge: 0
Highest occupied orbital energy in eV: -7.6
Structure (SMILES): C=CC(=C)N
HOMO-LUMO gap in eV: 8.46
Spin multiplicity: 1

Each line ends with the Löwdin charge.
Atoms and positions in Å:
1 C 1.28223 0.41101 1.53967  0.01
2 C 0.97019 0.04085 0.29588  -0.15
3 C -0.35236 -0.14240 -0.31739  -0.40
4 C -1.42399 -0.89665 0.03968  0.03
5 N -0.34480 0.38785 -1.63283  0.04
6 H 2.32470 0.69335 1.66731  0.05
7 H 0.67670 0.49153 2.43140  0.06
8 H 1.78014 0.04391 -0.42332  0.10
9 H -1.78176 -0.90416 1.05242  0.04
10 H -1.87279 -1.58456 -0.66195  0.05
11 H -1.07597 0.08560 -2.25317  0.08
12 H -0.18228 1.37365 -1.73771  0.08

c | Molecular formula: C4H7N
Method: DFT, the ωB97M-V functional and the def2-TZVPD basis

Output
Charge: 0
Highest occupied orbital energy in eV: -8.3
Structure (SMILES): C=CC(=C)N
HOMO-LUMO gap in eV: 9.47
Spin multiplicity: 1

Each line ends with the Löwdin charge.
Atoms and positions in Å:
1 C 1.30224 -0.28752 1.42629  0.01
2 C 0.21652 -0.70324 0.77670  -0.14
3 C -0.40512 0.04105 -0.32111  -0.45
4 C -1.37507 -0.49067 -1.07003  0.04
5 N 0.06442 1.33828 -0.55424  0.07
6 H 1.77192 -0.88192 2.19806  0.05
7 H 1.74699 0.69061 1.31676  0.05
8 H -0.22833 -1.65999 1.01563  0.10
9 H -1.89153 -1.43530 -0.97526  0.05
10 H -1.75961 0.05082 -1.93111  0.05
11 H -0.50776 1.87474 -1.19380  0.08
12 H 1.06534 1.46314 -0.68790  0.09

d | Molecular formula: C4H7N
Method: DFT, the ωB97M-V functional and the def2-TZVPD basis

Output
Charge: 0
Highest occupied orbital energy in eV: -11.4
Structure (SMILES): CCCC#N
HOMO-LUMO gap in eV: 12.25
Spin multiplicity: 1

Each line ends with the Löwdin charge.
Atoms and positions in Å:
1 C 1.46350 0.52557 0.51067  -0.10
2 C -0.08132 0.24471 0.67980  -0.21
3 C -1.05107 0.00313 -0.56247  -0.16
4 C -1.17536 -1.37838 -1.18515  -0.22
5 N -1.32649 -2.41812 -1.70157  0.11
6 H 2.01788 -0.08548 1.22298  0.06
7 H 1.73772 1.55905 0.72238  0.06
8 H 1.92833 0.32182 -0.45397  0.07
9 H -0.56302 1.00081 1.29978  0.09
10 H 0.00271 -0.62941 1.32551  0.09
11 H -0.83495 0.65895 -1.40585  0.10
12 H -2.11793 0.19736 -0.45209  0.10

Least stable of them? a.